Record 1
{
  "formula": "C29H46IN6O5",
  "method": "wB97M-V/def2-TZVPD",
  "species": ["C", "C", "O", "C", "C", "C", "O", "C", "C", "C", "O", "C", "C", "C", "C", "O", "I", "N", "C", "C", "C", "C", "C", "C", "O", "C", "H", "H", "H", "H", "H", "H", "H", "H", "H", "H", "H", "H", "H", "H", "H", "H", "H", "H", "H", "H", "H", "H", "H", "H", "H", "H", "H", "H", "H", "H", "H", "C", "C", "N", "H", "H", "H", "C", "C", "N", "H", "H", "H", "C", "C", "N", "H", "H", "H", "C", "C", "N", "H", "H", "H", "C", "C", "N", "H", "H", "H"],
  "positions_angstrom": [[2.31, 0.57, 4.39], [2.09, 1.54, 3.19], [0.87, 1.26, 2.46], [0.46, 2.52, 1.92], [-0.76, 2.42, 0.97], [-2.10, 2.38, 1.57], [-2.25, 2.40, 2.94], [-2.95, 1.15, 3.27], [-2.34, 0.47, 4.57], [-2.59, -1.09, 4.36], [-0.93, 0.65, 4.64], [-3.30, 2.33, 0.69], [-3.07, 2.32, -0.71], [-4.29, 2.31, -1.68], [-5.58, 1.70, -1.04], [-6.48, 2.40, -0.68], [-5.88, -0.45, -0.78], [-1.80, 2.31, -1.25], [-0.66, 2.35, -0.48], [0.72, 2.34, -1.19], [0.78, 1.39, -2.44], [1.42, -0.03, -2.15], [2.77, -0.01, -1.34], [2.76, -0.93, -0.06], [1.91, -2.07, -0.18], [1.01, -2.17, 0.94], [1.67, 0.85, 5.26], [2.25, -0.52, 4.13], [3.37, 0.74, 4.74], [2.07, 2.58, 3.62], [2.99, 1.53, 2.51], [1.33, 3.00, 1.40], [0.15, 3.18, 2.78], [-2.85, 0.38, 2.46], [-4.02, 1.39, 3.50], [-2.89, 0.73, 5.51], [-2.13, -1.71, 5.17], [-3.71, -1.24, 4.31], [-2.20, -1.43, 3.37], [-0.58, -0.17, 5.04], [-4.30, 2.34, 1.18], [-4.00, 1.68, -2.56], [-4.48, 3.35, -2.04], [-1.77, 2.29, -2.28], [0.90, 3.38, -1.54], [1.47, 2.10, -0.40], [1.37, 1.92, -3.21], [-0.21, 1.21, -2.91], [1.66, -0.47, -3.16], [0.62, -0.68, -1.71], [3.12, 1.01, -1.04], [3.57, -0.41, -2.01], [2.51, -0.38, 0.89], [3.81, -1.32, 0.06], [0.14, -1.46, 0.81], [1.52, -1.96, 1.92], [0.56, -3.19, 1.03], [-0.78, 4.04, -5.99], [-0.35, 3.39, -4.73], [-0.01, 2.87, -3.75], [0.08, 4.50, -6.48], [-1.22, 3.30, -6.66], [-1.52, 4.81, -5.77], [-0.09, -4.28, -2.63], [-1.26, -4.10, -1.75], [-2.17, -3.96, -1.05], [0.08, -5.34, -2.82], [-0.26, -3.77, -3.58], [0.80, -3.86, -2.16], [7.29, -0.05, 0.24], [6.13, 0.13, 1.13], [5.22, 0.27, 1.83], [7.46, -1.12, 0.06], [7.11, 0.44, -0.71], [8.18, 0.38, 0.70], [2.02, -6.35, 2.05], [2.30, -6.15, 0.61], [2.52, -5.98, -0.50], [0.95, -6.49, 2.20], [2.54, -7.24, 2.41], [2.36, -5.49, 2.62], [-3.71, -1.58, -3.85], [-3.33, -0.23, -4.33], [-3.04, 0.83, -4.69], [-4.00, -1.52, -2.80], [-4.54, -1.97, -4.43], [-2.86, -2.26, -3.95]],
  "mulliken_charge": [-1.39, -0.30, 0.13, -1.51, 0.05, 0.54, -0.52, -0.76, 0.30, -1.44, -0.38, -0.31, 0.11, 0.53, -0.17, -0.42, 0.04, 0.30, 0.27, 0.24, -0.66, -0.59, -0.92, 0.26, -0.36, -0.54, 0.32, 0.18, 0.41, 0.48, 0.31, 0.69, 0.34, 0.39, 0.36, 0.23, 0.45, 0.36, 0.34, 0.29, 0.51, -0.21, 0.33, -0.03, 0.30, -0.13, 0.32, 0.31, 0.38, 0.17, 0.41, 0.53, -0.26, 0.06, 0.19, 0.19, 0.29, -1.11, 0.33, -0.28, 0.34, 0.29, 0.28, -0.57, 0.35, -0.47, 0.34, 0.30, 0.10, -0.93, 0.45, -0.39, 0.29, 0.27, 0.34, -0.79, 0.40, -0.43, 0.26, 0.34, 0.25, -0.53, 0.51, -0.49, 0.04, 0.35, 0.12],
  "energy_ha": -2134.63028,
  "total_charge": 1,
  "max_force_ha_per_bohr": 0.12376
}

Record 2
{
  "formula": "C29H46InN4O4S2SbTe",
  "method": "wB97M-V/def2-TZVPD",
  "species": ["In", "O", "C", "O", "C", "C", "C", "C", "C", "N", "C", "O", "O", "H", "H", "H", "H", "H", "C", "S", "C", "S", "N", "N", "C", "C", "C", "C", "C", "C", "N", "H", "H", "H", "H", "H", "H", "H", "H", "C", "Te", "C", "H", "H", "H", "H", "H", "H", "C", "C", "C", "C", "Sb", "C", "C", "C", "C", "C", "C", "C", "C", "H", "H", "H", "H", "H", "H", "H", "H", "H", "H", "H", "H", "H", "H", "H", "H", "H", "H", "H", "H", "H", "H", "H", "H", "H", "H", "H"],
  "positions_angstrom": [[-0.27, 0.57, -0.05], [1.77, -1.13, -3.91], [1.43, -0.58, -2.77], [0.30, -0.51, -2.35], [2.58, -0.04, -1.98], [3.89, -0.20, -2.40], [4.90, 0.25, -1.57], [4.56, 0.82, -0.35], [3.22, 0.93, -0.03], [2.23, 0.54, -0.83], [2.77, 1.48, 1.28], [3.75, 1.89, 2.05], [1.59, 1.57, 1.55], [0.99, -1.49, -4.35], [4.10, -0.68, -3.34], [5.94, 0.15, -1.86], [5.31, 1.16, 0.34], [3.39, 2.19, 2.91], [-0.81, -4.26, 2.33], [-2.12, -3.76, 1.20], [-1.55, -2.27, 0.52], [-0.01, -1.63, 1.04], [-2.39, -1.77, -0.35], [-2.02, -0.57, -0.87], [-2.65, -0.10, -1.87], [-2.21, 1.20, -2.41], [-2.90, 1.81, -3.44], [-2.45, 3.02, -3.93], [-1.32, 3.59, -3.38], [-0.68, 2.93, -2.35], [-1.11, 1.76, -1.87], [-1.17, -5.20, 2.75], [0.12, -4.45, 1.80], [-0.67, -3.54, 3.12], [-3.48, -0.63, -2.32], [-3.78, 1.33, -3.85], [-2.98, 3.52, -4.74], [-0.93, 4.54, -3.74], [0.20, 3.35, -1.88], [3.51, -2.96, 0.51], [3.24, -1.97, 2.38], [5.31, -1.98, 2.86], [4.21, -2.40, -0.10], [2.54, -3.03, 0.02], [3.90, -3.96, 0.69], [5.66, -3.00, 2.95], [5.43, -1.48, 3.82], [5.88, -1.45, 2.10], [-1.76, 2.48, 4.95], [-1.37, 1.47, 3.87], [-2.36, 0.31, 3.85], [0.03, 0.93, 4.16], [-1.40, 2.42, 1.89], [-0.41, 4.38, 2.04], [0.84, 4.31, 2.92], [0.00, 4.79, 0.63], [-1.37, 5.40, 2.64], [-3.50, 2.81, 1.37], [-4.30, 3.38, 2.54], [-4.14, 1.49, 0.94], [-3.54, 3.77, 0.18], [-1.79, 1.95, 5.91], [-2.75, 2.91, 4.79], [-1.04, 3.29, 5.05], [-2.27, -0.23, 4.80], [-2.16, -0.40, 3.05], [-3.39, 0.65, 3.77], [0.01, 0.45, 5.14], [0.78, 1.71, 4.19], [0.34, 0.18, 3.43], [1.60, 3.67, 2.49], [0.63, 3.97, 3.93], [1.25, 5.32, 2.99], [0.73, 4.09, 0.21], [0.47, 5.77, 0.66], [-0.85, 4.85, -0.05], [-1.69, 5.13, 3.65], [-2.25, 5.56, 2.03], [-0.84, 6.36, 2.71], [-4.42, 2.66, 3.35], [-5.30, 3.63, 2.18], [-3.87, 4.29, 2.96], [-4.05, 0.70, 1.68], [-3.71, 1.13, 0.01], [-5.20, 1.66, 0.76], [-3.17, 4.77, 0.43], [-4.58, 3.88, -0.14], [-2.97, 3.39, -0.67]],
  "mulliken_charge": [2.14, -0.48, -0.03, -0.30, 0.54, -0.80, -0.79, -0.72, 0.27, 0.58, -0.34, -0.44, 0.42, 0.41, 0.59, 0.48, 0.64, 0.47, -0.78, 0.06, 0.16, -0.35, -1.83, 0.94, -1.42, 1.48, -0.91, -0.67, -0.99, -0.47, 0.55, 0.40, 0.25, 0.25, 0.47, 0.56, 0.48, 0.54, 0.55, -0.90, 0.29, -1.05, 0.25, 0.20, 0.45, 0.35, 0.34, 0.29, -1.56, 1.96, -1.74, -1.65, -0.35, 1.69, -1.45, -1.50, -1.72, 1.78, -1.73, -1.66, -1.61, 0.55, 0.28, 0.29, 0.55, 0.26, 0.30, 0.64, 0.21, 0.18, 0.00, 0.28, 0.54, 0.00, 0.55, 0.33, 0.31, 0.36, 0.55, 0.36, 0.55, 0.30, 0.27, 0.22, 0.56, 0.31, 0.52, 0.15],
  "de_lowest_ev": 0.1797,
  "energy_ha": -3146.95858,
  "total_charge": 2,
  "max_force_ha_per_bohr": 0.00714
}

Record 3
{
  "formula": "C29H46N3O5P",
  "method": "wB97M-V/def2-TZVPD",
  "species": ["C", "P", "C", "C", "C", "C", "C", "C", "N", "C", "C", "C", "O", "O", "C", "O", "H", "H", "H", "H", "H", "H", "H", "H", "H", "H", "C", "C", "C", "C", "C", "C", "N", "O", "C", "C", "C", "H", "H", "H", "H", "H", "H", "H", "H", "H", "H", "H", "H", "H", "H", "H", "H", "H", "H", "C", "C", "C", "C", "C", "C", "N", "O", "C", "C", "C", "H", "H", "H", "H", "H", "H", "H", "H", "H", "H", "H", "H", "H", "H", "H", "H", "H", "H"],
  "positions_angstrom": [[-4.77, -2.41, -2.35], [-5.98, -3.19, -3.56], [-5.17, -3.74, -5.16], [-6.87, -4.66, -2.84], [-6.31, -5.65, -1.94], [-4.91, -5.81, -1.27], [-4.68, -6.39, 0.16], [-3.32, -6.61, 0.83], [-2.12, -6.22, 0.18], [-2.28, -5.69, -1.12], [-3.54, -5.45, -1.96], [-7.43, -6.71, -1.62], [-7.34, -7.78, -0.98], [-8.61, -6.22, -2.29], [-8.35, -5.10, -3.13], [-9.06, -4.52, -3.99], [-4.79, -2.87, -1.30], [-4.97, -1.28, -2.32], [-3.70, -2.53, -2.76], [-4.87, -2.88, -5.85], [-5.97, -4.34, -5.74], [-4.31, -4.47, -4.97], [-5.61, -6.72, 0.75], [-3.24, -7.07, 1.88], [-1.30, -5.38, -1.64], [-3.52, -5.03, -3.03], [-0.96, 2.66, -1.55], [-1.78, 1.56, -0.85], [-2.22, 2.01, 0.56], [-1.11, 1.93, 1.60], [-0.50, 0.54, 1.62], [0.01, 0.09, 0.23], [-1.01, 0.28, -0.85], [-1.91, -0.74, -0.73], [1.30, 0.88, -0.10], [0.50, -1.37, 0.34], [-3.07, 1.50, -1.72], [0.04, 2.82, -1.13], [-0.83, 2.44, -2.61], [-1.46, 3.63, -1.48], [-3.05, 1.39, 0.91], [-2.60, 3.04, 0.53], [-0.35, 2.69, 1.41], [-1.52, 2.16, 2.59], [0.32, 0.51, 2.35], [-1.25, -0.17, 1.99], [1.59, 0.75, -1.14], [2.14, 0.53, 0.50], [1.24, 1.95, 0.11], [-0.28, -2.06, 0.69], [1.33, -1.46, 1.05], [0.87, -1.74, -0.63], [-2.86, 1.13, -2.73], [-3.51, 2.50, -1.82], [-3.84, 0.86, -1.28], [4.82, 4.26, 3.92], [4.46, 3.19, 2.86], [5.35, 1.94, 3.04], [6.76, 2.10, 2.49], [6.72, 2.57, 1.04], [5.90, 3.86, 0.86], [4.55, 3.79, 1.49], [3.76, 3.04, 0.67], [6.71, 5.05, 1.44], [5.83, 4.18, -0.66], [3.02, 2.77, 3.26], [5.78, 4.74, 3.78], [4.06, 5.05, 3.94], [4.85, 3.82, 4.92], [4.89, 1.08, 2.52], [5.41, 1.66, 4.09], [7.33, 2.80, 3.12], [7.29, 1.14, 2.55], [7.75, 2.72, 0.69], [6.30, 1.77, 0.43], [6.10, 5.95, 1.51], [7.56, 5.30, 0.79], [7.15, 4.85, 2.41], [5.39, 3.37, -1.24], [6.83, 4.34, -1.07], [5.25, 5.09, -0.84], [2.31, 3.60, 3.11], [2.98, 2.49, 4.32], [2.66, 1.91, 2.70]],
  "mulliken_charge": [-0.84, 0.06, -0.90, 0.17, 0.32, 0.68, -0.35, -0.29, -0.54, -0.19, -0.10, 0.12, -0.51, -0.27, 0.27, -0.50, 0.36, 0.35, 0.24, 0.33, 0.30, 0.31, 0.26, 0.30, 0.29, 0.17, -1.59, 1.71, -1.36, -0.32, -1.29, 1.99, 0.38, -0.54, -1.96, -1.89, -1.74, 0.26, 0.39, 0.41, 0.34, 0.43, 0.19, 0.43, 0.35, 0.39, 0.41, 0.37, 0.29, 0.40, 0.40, 0.43, 0.47, 0.40, 0.27, -1.73, 1.73, -1.20, -0.50, -1.23, 1.74, 0.22, -0.43, -1.79, -1.86, -1.59, 0.31, 0.39, 0.40, 0.28, 0.42, 0.31, 0.39, 0.37, 0.35, 0.39, 0.45, 0.36, 0.33, 0.44, 0.45, 0.50, 0.44, 0.05],
  "spin_multiplicity": 3,
  "energy_ha": -2014.10688,
  "max_force_ha_per_bohr": 0.10907
}

Record 4
{
  "formula": "C29H47Br2N2O23PS",
  "method": "wB97M-V/def2-TZVPD",
  "species": ["O", "P", "C", "C", "C", "N", "S", "N", "C", "C", "Br", "C", "C", "C", "O", "Br", "H", "H", "H", "H", "H", "C", "O", "C", "O", "O", "C", "H", "H", "H", "H", "H", "H", "C", "O", "C", "O", "O", "C", "H", "H", "H", "H", "H", "H", "C", "O", "C", "O", "O", "C", "H", "H", "H", "H", "H", "H", "C", "O", "C", "O", "O", "C", "H", "H", "H", "H", "H", "H", "C", "O", "C", "O", "O", "C", "H", "H", "H", "H", "H", "H", "C", "O", "C", "O", "O", "C", "H", "H", "H", "H", "H", "H", "C", "O", "C", "O", "O", "C", "H", "H", "H", "H", "H", "H"],
  "positions_angstrom": [[5.41, 0.34, 2.28], [4.27, 1.15, 1.69], [4.62, 3.00, 1.69], [6.04, 3.33, 1.82], [6.53, 4.74, 1.80], [7.82, 5.26, 1.87], [7.58, 6.91, 1.79], [5.91, 7.09, 1.65], [5.45, 5.79, 1.65], [3.98, 5.45, 1.52], [2.76, 6.95, 1.28], [3.52, 4.07, 1.54], [2.02, 3.67, 1.38], [1.03, 4.45, 2.32], [1.24, 4.79, 3.43], [-0.74, 4.93, 1.52], [3.00, 0.83, 2.24], [4.20, 0.78, 0.30], [6.79, 2.50, 1.92], [1.74, 3.71, 0.29], [1.92, 2.57, 1.66], [4.53, -2.34, 1.03], [4.97, -3.13, -0.08], [3.98, -3.58, -0.86], [2.81, -3.38, -0.70], [4.53, -4.30, -1.85], [3.58, -4.85, -2.76], [5.41, -2.03, 1.59], [4.01, -1.45, 0.69], [3.89, -2.93, 1.69], [3.02, -4.06, -3.26], [2.91, -5.54, -2.25], [4.14, -5.41, -3.52], [-2.76, -7.26, 0.53], [-1.35, -7.29, 0.71], [-0.76, -6.08, 0.68], [-1.32, -5.03, 0.53], [0.55, -6.25, 0.86], [1.30, -5.03, 0.86], [-3.12, -8.28, 0.56], [-3.24, -6.69, 1.33], [-3.02, -6.83, -0.45], [0.98, -4.39, 1.68], [1.20, -4.52, -0.09], [2.35, -5.28, 1.01], [-4.50, 9.23, -2.15], [-3.77, 8.04, -1.85], [-4.51, 7.05, -1.33], [-5.69, 7.10, -1.10], [-3.71, 6.01, -1.10], [-4.37, 4.87, -0.53], [-3.80, 9.95, -2.57], [-5.28, 9.03, -2.89], [-4.93, 9.65, -1.24], [-5.14, 4.50, -1.21], [-4.80, 5.12, 0.44], [-3.63, 4.09, -0.39], [7.67, 0.02, 3.56], [8.79, 0.62, 4.22], [9.70, -0.25, 4.68], [9.65, -1.45, 4.57], [10.69, 0.45, 5.27], [11.73, -0.36, 5.80], [7.01, 0.81, 3.24], [8.00, -0.54, 2.68], [7.13, -0.63, 4.25], [12.22, -0.93, 5.01], [11.35, -1.02, 6.57], [12.47, 0.31, 6.25], [-0.29, 1.16, 5.55], [0.13, 0.36, 4.44], [-0.88, -0.07, 3.67], [-2.05, 0.16, 3.83], [-0.36, -0.79, 2.67], [-1.32, -1.32, 1.76], [0.60, 1.45, 6.11], [-0.79, 2.06, 5.21], [-0.94, 0.59, 6.22], [-1.87, -0.51, 1.27], [-2.01, -2.00, 2.27], [-0.79, -1.89, 1.00], [-7.91, 3.12, -3.18], [-6.86, 2.22, -2.83], [-6.90, 1.04, -3.48], [-7.73, 0.71, -4.29], [-5.87, 0.30, -3.06], [-5.79, -0.99, -3.67], [-7.77, 4.03, -2.60], [-7.86, 3.37, -4.24], [-8.88, 2.69, -2.93], [-5.66, -0.89, -4.75], [-6.68, -1.58, -3.44], [-4.93, -1.50, -3.26], [-8.72, -2.90, -6.04], [-7.67, -3.81, -5.69], [-7.72, -4.98, -6.34], [-8.54, -5.31, -7.15], [-6.69, -5.73, -5.92], [-6.61, -7.01, -6.54], [-8.58, -1.99, -5.45], [-8.67, -2.65, -7.09], [-9.69, -3.33, -5.78], [-6.48, -6.92, -7.61], [-7.50, -7.60, -6.30], [-5.74, -7.53, -6.12]],
  "mulliken_charge": [-0.47, 0.32, 0.19, -0.77, 0.19, -0.63, 0.21, -0.56, 0.96, -0.21, -0.11, 0.82, -0.52, 0.26, -0.43, -0.18, 0.03, 0.08, 0.36, 0.50, 0.04, -0.25, -0.36, 0.84, -0.61, -0.36, -0.59, 0.27, -0.10, 0.27, 0.29, 0.26, 0.23, -0.61, -0.34, 0.75, -0.53, -0.35, -0.55, 0.22, 0.29, 0.28, 0.31, 0.39, 0.18, -0.63, -0.31, 0.77, -0.54, -0.27, -0.58, 0.22, 0.29, 0.29, 0.23, 0.32, 0.20, -0.49, -0.28, 0.71, -0.54, -0.33, -0.62, 0.08, 0.35, 0.35, 0.29, 0.29, 0.22, -0.67, -0.27, 0.70, -0.54, -0.19, -0.65, 0.23, 0.31, 0.30, 0.35, 0.30, 0.14, -0.66, -0.25, 0.73, -0.55, -0.29, -0.59, 0.19, 0.33, 0.30, 0.29, 0.24, 0.26, -0.55, -0.24, 0.74, -0.54, -0.30, -0.64, 0.10, 0.31, 0.31, 0.29, 0.29, 0.22],
  "energy_ha": -8860.80887,
  "max_force_ha_per_bohr": 0.07219
}